Record 1
Density functional theory data (ωB97M-V/def2-TZVPD) for a structure of composition C31H20BrF4HfN3PS7.

## Properties
E_tot   -7507.7397 Ha
Net charge   +1
LUMO level   -0.1382 Eh
Frontier orbital gap   7.04 eV
ΔE to the lowest compared entry with this formula, charge and spin   16.4 kcal per mole

Positions of all 68 atoms, in Å:
Hf: 0.34114 0.01234 0.04369
S: -0.22665 -1.59317 2.00224
C: 1.34864 -2.07364 1.52229
N: 1.91428 -1.51711 0.46465
C: 3.19512 -2.00909 0.24020
C: 4.05662 -1.63934 -0.78941
C: 5.29871 -2.23904 -0.85923
C: 5.68631 -3.20128 0.07531
C: 4.83822 -3.58241 1.09792
C: 3.59128 -2.97720 1.16928
S: 2.31604 -3.24502 2.33398
H: 3.74813 -0.88585 -1.50218
H: 5.98523 -1.95299 -1.64436
H: 6.66433 -3.65684 0.00042
H: 5.13323 -4.32705 1.82469
F: -6.92122 2.95527 -1.08252
C: -5.67629 2.80685 -0.67622
C: -5.07787 3.77170 0.12008
F: -5.75682 4.85012 0.46839
C: -3.77116 3.59955 0.54490
F: -3.22676 4.55369 1.29237
C: -3.02700 2.47590 0.20499
P: -1.31475 2.22083 0.84536
C: -0.53884 3.76870 0.28661
C: 0.41215 4.44965 1.04279
C: 1.03287 5.57237 0.51411
C: 0.73479 5.99809 -0.77011
C: -0.19905 5.30959 -1.53201
C: -0.83767 4.19980 -1.00643
C: -1.59338 2.30356 2.64619
C: -1.49731 3.45814 3.41924
C: -1.67167 3.37509 4.79243
C: -1.95814 2.16180 5.39918
C: -2.10673 1.01990 4.62640
C: -1.92393 1.09301 3.25583
C: -3.64872 1.53451 -0.60628
Br: -2.72307 -0.02272 -1.18409
C: -4.95082 1.68676 -1.04782
F: -5.51024 0.76706 -1.82677
H: 0.67574 4.10308 2.03042
H: 1.75993 6.10938 1.10928
H: 1.23704 6.86263 -1.18401
H: -0.42395 5.63288 -2.54013
H: -1.57047 3.66780 -1.60174
H: -1.30048 4.41713 2.96479
H: -1.58179 4.27060 5.39352
H: -2.07889 2.10667 6.47280
H: -2.35918 0.07346 5.08619
H: -2.05582 0.20570 2.65325
S: 0.84129 1.22586 -2.10795
S: 2.21892 2.56158 -1.31419
S: 3.14251 1.53268 0.18887
S: 1.72982 1.38041 1.69109
N: -0.04028 -5.67078 -4.72399
C: -0.71067 -5.51944 -3.57418
S: -1.69153 -6.71592 -3.00359
C: -0.51860 -4.24007 -2.83316
C: -1.24459 -3.98061 -1.67107
C: -1.04403 -2.80643 -0.98194
N: -0.16282 -1.86241 -1.36824
C: 0.52514 -2.10248 -2.49206
C: 0.37885 -3.25334 -3.23950
H: -0.16386 -6.53067 -5.23107
H: 0.53842 -4.95703 -5.13034
H: -1.96215 -4.70652 -1.31991
H: -1.60634 -2.61403 -0.08198
H: 1.22016 -1.33480 -2.80455
H: 0.97952 -3.35620 -4.13170

---

Record 2
Density functional theory data (ωB97M-V/def2-TZVPD) for an isolated molecule of C3H5NOSe.

## Properties
E_tot   -2648.5971 Ha
LUMO level (alpha / beta)   -0.0442 / -0.0442 Eh
Frontier orbital gap (alpha / beta)   7.23 / 7.23 eV
ΔE to the lowest compared entry with this formula, charge and spin   74.1 kcal per mole

Positions of all 11 atoms, in Å:
C: 1.02387 -0.46698 -0.13934
C: -0.21405 -1.11473 0.72144
C: -1.13053 1.31987 -0.02513
N: 0.78070 0.37026 -1.04296
O: 2.04556 -1.08364 0.07579
Se: -1.88168 -0.27534 0.03789
H: -0.14141 -2.22545 0.43547
H: -0.03699 -0.96149 1.80603
H: -0.41253 1.59768 0.58379
H: -1.46750 2.00182 -0.73745
H: 1.43457 0.83801 -1.71552

---

Record 3
Density functional theory data (ωB97M-V/def2-TZVPD) for an isolated molecule of C20H28NO4P.

## Properties
E_tot   -1476.0186 Ha
LUMO level   0.0241 Eh
Structure (SMILES)   CCCCO[P@@](=O)(c1ccc(N(C)C)cc1)[C@H](O)c1ccc(OC)cc1
Frontier orbital gap   8.33 eV
ΔE to the lowest compared entry with this formula, charge and spin   3.0 kcal per mole

Positions of all 54 atoms, in Å:
C: 1.05055 4.77855 -4.30570
C: 0.30862 3.66370 -3.57953
C: -0.21447 2.60649 -4.54698
C: -1.08911 1.56995 -3.84962
H: -1.94936 2.05291 -3.37097
H: -1.45578 0.83922 -4.57921
O: -0.36208 0.84386 -2.87163
P: -0.76499 0.96411 -1.31512
O: -2.06077 1.61918 -1.09203
C: -0.57653 -0.72436 -0.72037
C: -1.39079 -1.16233 0.31451
C: -1.19443 -2.39821 0.88722
C: -0.16083 -3.24083 0.44506
N: 0.04924 -4.46111 1.02605
C: -0.55211 -4.78915 2.29495
H: -1.59710 -5.10118 2.18315
H: -0.51288 -3.93180 2.96962
H: 0.00202 -5.60485 2.75583
C: 0.93672 -5.42926 0.43314
H: 0.70906 -6.41610 0.83259
H: 1.99061 -5.20618 0.64020
H: 0.79254 -5.46485 -0.64771
C: 0.64553 -2.78666 -0.61216
C: 0.44326 -1.54739 -1.17727
H: 1.08089 -1.19623 -1.97403
H: 1.45661 -3.39654 -0.97664
H: -1.85415 -2.71683 1.67767
H: -2.18464 -0.51581 0.65796
H: 0.62844 2.09947 -5.02048
H: -0.81463 3.07848 -5.32829
H: -0.53161 4.08349 -3.02056
H: 0.98336 3.18089 -2.87207
H: 0.39083 5.28383 -5.00834
H: 1.89568 4.37554 -4.85958
H: 1.42454 5.51437 -3.59745
C: 0.60855 1.91253 -0.45556
C: 0.51692 1.44875 0.96565
C: 1.32158 0.41561 1.43515
C: 1.15606 -0.07855 2.71039
C: 0.17092 0.44356 3.54814
C: -0.63107 1.48100 3.08576
C: -0.45410 1.97355 1.80473
H: -1.09167 2.76691 1.44516
H: -1.40152 1.90924 3.70699
O: 0.07558 -0.12895 4.78326
C: -0.90474 0.35240 5.66998
H: -0.74468 1.40790 5.91292
H: -0.80134 -0.24359 6.57560
H: -1.91322 0.22222 5.26426
H: 1.77190 -0.88364 3.07878
H: 2.06929 -0.01809 0.78724
O: 1.83314 1.64983 -1.08915
H: 2.54935 1.92289 -0.50176
H: 0.34679 2.98203 -0.51979

---

Record 4
Density functional theory data (ωB97M-V/def2-TZVPD) for a cluster of 2 separate species, C10H16O in total.

## Properties
E_tot   -465.4824 Ha
Net charge   +1
LUMO level (alpha / beta)   -0.1508 / -0.2814 Eh
2S+1   2
Frontier orbital gap (alpha / beta)   9.97 / 6.55 eV
ΔE to the lowest compared entry with this formula, charge and spin   63.6 kcal per mole

Positions of all 27 atoms, in Å:
C: 2.46137 0.89550 -0.93708
C: 0.11704 -0.76265 1.51173
C: 1.19258 -0.02692 0.98767
C: -0.45430 -1.84055 0.68979
C: 1.67234 -0.26135 -0.29329
C: 0.09666 -2.08185 -0.54330
C: 1.07000 -1.29257 -1.02670
O: -1.20663 -2.60400 1.51865
H: -0.26884 -0.69874 2.56854
H: 1.57312 0.83259 1.55117
H: -1.95838 -2.88879 0.96402
H: -0.19598 -2.91613 -1.20795
H: 1.69307 1.58742 -1.31948
H: 3.19638 0.60216 -1.75561
H: 1.29895 -1.41584 -2.02318
H: 3.27147 1.53796 -0.33544
C: -0.88287 2.10928 -0.83182
C: -1.54024 1.02091 0.10285
C: -1.63615 3.39768 -0.79306
H: 0.13672 2.20206 -0.44807
H: -0.80688 1.64959 -1.83403
H: -1.73816 0.08708 -0.55979
H: -2.57082 3.43647 -1.23878
H: -1.57320 3.70727 0.29625
H: -2.56472 1.37040 0.20432
H: -1.42260 0.65316 1.10647
H: -0.99567 4.14057 -1.31832

---

Q: What is the ΔE to the lowest compared entry with this formula, charge and spin in the fourth record?
A: 63.6 kcal per mole

---

Q: Which value of ΔE to the lowest compared entry with this formula, charge and spin does entry 1 give?
A: 16.4 kcal per mole